Entry 1:
Formula: C29H64IN8O7
Source: the Open Molecules 2025 dataset
Level of theory: ωB97M-V/def2-TZVPD

Results
- Total energy: -2405.3114 Eh
- Kohn-Sham gap: 7.0 eV
- Total charge: +1
- F_max: 0.0249 Eh/bohr
- HOMO level: -10.385 eV

Last column: Löwdin charge in e.
Positions of all 109 atoms, in Å:
C 1.7991 1.5396 3.2031  0.21
C 2.3992 0.5713 3.5744  -0.03
C 2.7840 -0.7149 4.0199  -0.11
C 3.0098 -1.1901 5.2682  -0.24
O 2.9601 -0.5007 6.4030  0.17
N 3.3388 -2.5338 5.0998  0.28
C 3.2960 -2.8113 3.8059  -0.28
O 3.5564 -4.0693 3.3334  0.15
C 2.4531 -4.5675 2.7891  -0.27
N 1.5536 -4.9227 2.1726  0.25
N 2.9936 -1.7481 3.0923  0.11
C 2.8873 -1.6431 1.6324  -0.18
C 4.0582 -2.3191 0.9060  -0.77
C 5.4261 -1.8772 1.4563  -0.13
I 3.9182 -1.8442 -1.1848  0.97
H 1.2001 2.3820 2.9514  0.06
H 2.6269 -1.0661 7.1144  0.15
H 3.5712 -3.1871 5.8350  0.21
H 1.9400 -2.0540 1.2845  0.13
H 2.9119 -0.5928 1.3525  0.11
H 3.9778 -3.3996 0.9522  0.06
H 5.4051 -0.8319 1.7654  0.08
H 5.6496 -2.4898 2.3339  0.08
H 6.1895 -2.0183 0.6986  0.05
C -0.3846 -3.3641 -4.3376  -0.06
C 0.6018 -2.3291 -3.8111  -0.44
C 0.0617 -0.8930 -3.8658  -0.21
O 0.0800 -0.3060 -5.1509  -0.18
C -1.0185 -0.6435 -5.9787  -0.09
N 1.8784 -2.4635 -4.5204  0.04
H -0.4517 -3.3575 -5.4253  0.07
H -0.0745 -4.3676 -4.0448  0.08
H -1.3855 -3.1931 -3.9338  0.07
H 0.7836 -2.5603 -2.7557  0.11
H 0.7132 -0.2622 -3.2517  0.12
H -0.9445 -0.8323 -3.4297  0.12
H -1.9350 -0.7676 -5.3950  0.07
H -0.8190 -1.5533 -6.5493  0.08
H -1.1609 0.1717 -6.6879  0.09
H 2.5508 -1.8301 -4.0967  0.02
H 1.7513 -2.0908 -5.4579  0.07
C 11.0394 0.3595 -1.1316  -0.07
C 10.0719 -0.6664 -1.7127  -0.43
C 8.6009 -0.2275 -1.6577  -0.20
O 7.9981 -0.3331 -0.3764  -0.22
C 8.2486 0.7561 0.4936  -0.10
N 10.2902 -1.9551 -1.0487  0.04
H 11.0169 0.3739 -0.0418  0.06
H 12.0601 0.1201 -1.4271  0.08
H 10.8130 1.3643 -1.4938  0.08
H 10.3239 -0.7896 -2.7696  0.14
H 8.0247 -0.8965 -2.3027  0.12
H 8.4711 0.7863 -2.0561  0.12
H 8.3111 1.7018 -0.0503  0.09
H 9.1628 0.5994 1.0700  0.08
H 7.4173 0.8155 1.1986  0.07
H 9.7235 -2.6670 -1.5017  0.07
H 9.9038 -1.8885 -0.1108  0.07
C -6.8275 -1.3814 -4.0562  -0.07
C -5.5640 -1.3947 -4.9101  -0.43
C -4.6968 -2.6481 -4.7056  -0.20
O -3.9365 -2.6450 -3.5118  -0.21
C -4.6386 -3.0508 -2.3524  -0.11
N -4.8198 -0.1553 -4.6666  0.05
H -6.6134 -1.1453 -3.0137  0.06
H -7.5184 -0.6222 -4.4219  0.08
H -7.3388 -2.3457 -4.0936  0.08
H -5.8782 -1.3964 -5.9580  0.14
H -3.9627 -2.6922 -5.5161  0.12
H -5.2995 -3.5627 -4.7745  0.12
H -5.3710 -3.8344 -2.5680  0.09
H -5.1251 -2.1950 -1.8823  0.05
H -3.9065 -3.4466 -1.6461  0.08
H -4.0319 -0.1062 -5.3057  0.05
H -4.3923 -0.2282 -3.7453  0.07
C -5.9188 -0.1268 0.8078  -0.06
C -4.6031 -0.8970 0.8510  -0.43
C -3.8347 -0.7362 2.1719  -0.21
O -3.1551 0.4977 2.3149  -0.20
C -3.9592 1.5742 2.7729  -0.10
N -3.7914 -0.5147 -0.3081  0.05
H -5.7640 0.9421 0.6638  0.07
H -6.5310 -0.4762 -0.0238  0.07
H -6.4900 -0.2710 1.7268  0.08
H -4.8447 -1.9606 0.7540  0.13
H -3.0533 -1.5018 2.2022  0.12
H -4.4884 -0.9152 3.0352  0.12
H -4.7188 1.2371 3.4832  0.09
H -4.4330 2.0919 1.9375  0.08
H -3.3064 2.2883 3.2754  0.08
H -2.9593 -1.0986 -0.3376  0.07
H -3.4304 0.4202 -0.1351  0.07
C -4.5525 7.4739 5.0836  -0.07
C -3.6389 6.3230 4.6763  -0.43
C -3.5956 6.0736 3.1608  -0.21
O -4.7261 5.4027 2.6391  -0.20
C -5.8427 6.2317 2.3614  -0.10
N -4.0270 5.1205 5.4210  0.04
H -5.6057 7.1994 5.0319  0.07
H -4.3483 7.7679 6.1127  0.08
H -4.3932 8.3469 4.4478  0.08
H -2.6226 6.5907 4.9811  0.13
H -2.7477 5.4133 2.9534  0.12
H -3.4146 7.0045 2.6083  0.12
H -5.5342 7.2200 2.0111  0.09
H -6.4863 6.3329 3.2378  0.08
H -6.4237 5.7493 1.5760  0.09
H -3.3592 4.3786 5.2295  0.06
H -4.8975 4.7794 5.0211  0.07

Entry 2:
Formula: C24H50Ge2N4O3P2Pd
Source: the Open Molecules 2025 dataset
Level of theory: ωB97M-V/def2-TZVPD

Results
- ⟨S²⟩: 2.01
- ΔE to the lowest compared entry with this formula, charge and spin: 91.32 kJ/mol
- Spin multiplicity: 3
- Total energy: -6353.2243 Eh
- Kohn-Sham gap (spin up / spin down): 7.8 / 4.6 eV
- Total charge: +2
- F_max: 0.0444 Eh/bohr
- HOMO level (spin up / spin down): -13.392 / -13.353 eV

Last column: Mulliken spin population.
Positions of all 86 atoms, in Å:
Pd -0.2829 -0.0358 0.3042  1.13
C -2.7059 -3.5109 -3.5832  0.00
N -1.9971 -2.2645 -3.3040  0.00
C -1.3678 -1.6418 -4.4745  0.00
P -1.3599 -1.9661 -1.8357  0.02
O -0.9405 -0.5344 -1.7238  0.10
O -0.1146 -2.9823 -1.6711  0.00
P 1.2613 -2.8899 -0.8158  0.06
O 1.3550 -1.6440 -0.0029  0.07
N 1.2290 -4.2163 0.1457  0.00
C 1.2152 -4.1330 1.6013  0.00
C 1.1677 -5.5709 -0.3908  0.00
N 2.3614 -2.9335 -2.0298  0.00
C 2.2542 -3.8254 -3.1821  0.00
C 3.7208 -2.4710 -1.7428  0.00
N -2.4041 -2.4428 -0.6540  0.00
C -3.0063 -1.4219 0.1933  0.03
C -2.4040 -3.7978 -0.1000  0.00
H -3.3537 -3.3510 -4.4435  0.00
H -3.3262 -3.7921 -2.7341  0.00
H -2.0185 -4.3299 -3.8168  0.00
H -2.1431 -1.3403 -5.1783  0.00
H -0.6909 -2.3352 -4.9817  0.00
H -0.8100 -0.7593 -4.1723  0.00
H 1.2790 -3.0954 1.9102  0.00
H 2.0630 -4.6781 2.0211  0.00
H 0.2989 -4.5744 2.0049  0.00
H 1.4061 -5.5857 -1.4520  0.00
H 0.1725 -6.0028 -0.2505  0.00
H 1.8857 -6.2047 0.1308  0.00
H 1.2191 -4.1150 -3.3449  0.00
H 2.8662 -4.7226 -3.0561  0.00
H 2.6090 -3.2998 -4.0703  0.00
H 3.7043 -1.8105 -0.8790  0.00
H 4.0930 -1.9124 -2.6023  0.00
H 4.4022 -3.3037 -1.5498  0.00
H -3.2839 -0.5577 -0.4051  0.00
H -2.3422 -1.1108 1.0290  0.00
H -3.9090 -1.8237 0.6513  0.00
H -1.8701 -4.4747 -0.7619  0.00
H -3.4311 -4.1490 0.0014  0.00
H -1.9273 -3.8219 0.8851  0.00
C 4.2758 1.2448 2.1250  0.00
C 3.3396 0.7368 1.0286  0.03
Ge 1.4646 0.8925 1.6575  0.21
C 0.9042 -0.4356 3.0701  0.08
C 0.8881 0.2149 4.4504  0.02
C 0.9794 2.6860 2.2604  0.01
C -0.0496 3.3018 1.6582  0.06
Ge -0.7716 2.3272 0.0783  0.02
C 0.4114 2.5276 -1.5273  0.04
C 0.2371 3.8431 -2.2874  0.02
C -2.7565 2.2509 -0.1625  0.05
C -3.4667 3.6044 -0.2268  0.01
C -0.5720 4.6142 2.0408  -0.02
C -1.0089 5.4982 1.0488  0.02
C -1.4138 6.7788 1.3756  0.00
C -1.4122 7.1835 2.7039  0.01
C -1.0111 6.3040 3.7028  0.00
C -0.5955 5.0259 3.3774  0.00
H 5.3085 1.1786 1.7832  0.00
H 4.1877 0.6520 3.0371  0.00
H 4.0758 2.2875 2.3746  0.00
H 3.5126 -0.3126 0.7973  0.00
H 3.4554 1.3125 0.1099  0.00
H 1.6242 -1.2516 3.0077  0.00
H -0.0829 -0.8447 2.8288  0.01
H 1.8590 0.6464 4.6940  0.00
H 0.6547 -0.5444 5.1974  0.01
H 0.1350 0.9997 4.5205  0.00
H 1.5165 3.1716 3.0727  0.01
H 0.1853 1.6706 -2.1626  0.00
H 1.4358 2.4194 -1.1637  0.00
H -0.7855 3.9582 -2.6483  0.00
H 0.9013 3.8443 -3.1514  0.01
H 0.4884 4.7026 -1.6661  0.00
H -3.1413 1.6607 0.6725  0.02
H -2.9101 1.6857 -1.0844  0.00
H -3.3051 4.1890 0.6773  0.00
H -4.5390 3.4370 -0.3277  0.00
H -3.1282 4.1906 -1.0808  0.00
H -0.9897 5.1703 0.0128  0.00
H -1.7309 7.4682 0.6043  0.00
H -1.7247 8.1862 2.9620  0.00
H -1.0269 6.6221 4.7365  0.00
H -0.2932 4.3339 4.1537  0.00

Entry 3:
Formula: C23H43BeBrCaClCsN5O9P2
Source: the Open Molecules 2025 dataset
Level of theory: ωB97M-V/def2-TZVPD

Results
- Total energy: -6281.2539 Eh
- Kohn-Sham gap: 1.0 eV
- Total charge: +1
- F_max: 0.1490 Eh/bohr
- HOMO level: -7.519 eV

Last column: Löwdin charge in e.
Positions of all 87 atoms, in Å:
O -2.3465 -2.1859 4.0090  0.12
C -2.7476 -1.3800 3.2276  -0.36
C -4.2035 -1.5272 2.4529  -0.31
P -4.8821 0.2676 2.1482  0.76
C -5.3509 2.1310 1.8078  -0.42
C -5.0443 2.6621 0.4131  -0.12
C -5.3742 4.1087 0.1928  -0.24
C -5.9442 4.7530 1.3922  -0.01
C -6.2125 4.0896 2.6572  -0.06
N -5.9069 2.7601 2.8526  0.03
C -1.8487 -0.0425 2.8010  -0.17
C -1.9016 1.2215 3.5605  -0.05
C -1.1502 2.4582 3.1857  -0.02
C -0.2645 2.4902 1.9808  -0.05
C -0.1231 1.2590 1.1911  -0.10
C -0.8897 -0.0269 1.5519  -0.29
H -4.9328 -2.1716 3.0012  0.09
H -3.9536 -2.0079 1.4271  0.03
H -3.9739 0.3836 1.0621  -0.38
H -6.2072 -0.1817 1.8593  0.05
H -4.6007 0.5846 3.5149  0.03
H -4.5563 2.0362 -0.4372  -0.03
H -5.1799 4.6608 -0.8194  -0.19
H -6.2312 5.8361 1.3083  0.10
H -6.6574 4.7002 3.4827  0.13
H -2.5782 1.2116 4.4523  0.11
H -1.3177 3.3468 3.8427  0.11
H 0.2687 3.4313 1.7089  0.11
H 0.5473 1.2947 0.2977  0.09
H -0.8193 -1.0268 0.9230  0.00
O 4.0198 -1.1747 -3.4141  -0.29
P 4.2485 0.1474 -2.6880  0.76
N 5.9534 0.1903 -2.9644  -0.36
C 6.9538 -0.5648 -2.2588  -0.19
C 6.3460 0.4457 -4.3506  -0.13
N 3.7514 -0.4163 -1.1503  -0.31
C 4.5403 -0.4437 0.0693  -0.12
C 2.8377 -1.5618 -1.1411  -0.14
N 4.3822 1.7623 -1.9236  -0.29
C 3.4752 2.7067 -2.6054  -0.14
C 5.6001 2.4721 -1.5767  -0.17
H 7.9002 -0.0212 -2.2883  -0.15
H 7.1169 -1.5654 -2.6758  0.11
H 6.7371 -0.6625 -1.1963  0.06
H 6.0732 1.4690 -4.6333  0.08
H 5.8568 -0.2430 -5.0461  0.08
H 7.4260 0.3559 -4.5004  0.05
H 5.1881 -1.3251 0.1034  0.08
H 3.8746 -0.5016 0.9374  0.09
H 5.1269 0.4574 0.2220  0.06
H 3.3720 -2.5054 -1.3026  0.09
H 2.0753 -1.4573 -1.9123  0.07
H 2.3020 -1.6370 -0.1909  0.08
H 3.8541 2.9727 -3.5975  0.08
H 3.3359 3.6225 -2.0270  0.08
H 2.4854 2.2553 -2.7334  0.08
H 6.1643 2.8100 -2.4564  0.05
H 6.2619 1.8790 -0.9416  0.02
H 5.3513 3.3597 -0.9867  0.10
O -0.5111 -2.7495 0.3651  0.01
C -0.3855 -3.9587 0.2889  -0.50
O 0.4671 -4.5810 1.0886  0.04
C 0.5497 -6.0158 1.2267  -0.23
C 1.4571 -6.6110 0.1700  -0.05
C -1.1138 -4.7478 -0.7651  0.03
H -0.4342 -6.4624 1.2278  0.06
H 0.9756 -6.2029 2.2114  0.13
H 1.0716 -6.4357 -0.8361  0.07
H 1.5611 -7.6863 0.3169  0.07
H 2.4465 -6.1515 0.2152  0.09
H -0.5356 -4.7296 -1.6891  0.10
H -2.0827 -4.2791 -0.9400  0.09
H -1.3187 -5.7764 -0.4780  0.08
O -0.7879 -8.1076 2.0691  -0.27
H -0.7236 -8.7886 2.7505  -0.27
Be -4.3041 3.6332 -1.6677  0.55
Br 0.4876 -9.9648 2.5135  0.63
Cs -2.8455 -0.2172 -0.1507  1.41
O -2.3820 0.3097 -4.8794  -0.07
H -2.7805 -0.4206 -5.3667  0.04
H -1.5802 0.5103 -5.3756  0.04
N -7.5921 8.5002 2.2503  -0.64
O -7.9277 9.5950 2.7082  0.02
O -6.7353 8.4353 1.3507  -0.02
O -8.1060 7.4523 2.6883  -0.03
Ca 9.0171 1.4688 -2.0317  0.84
Cl -4.1148 6.0193 -1.0791  0.10

Entry 4:
Formula: C30H25Cl2N10O3SSc
Source: the Open Molecules 2025 dataset
Level of theory: ωB97M-V/def2-TZVPD

Results
- ΔE to the lowest compared entry with this formula, charge and spin: 46.94 kJ/mol
- Total energy: -4010.5121 Eh
- Kohn-Sham gap: 6.0 eV
- Total charge: +2
- F_max: 0.0086 Eh/bohr
- HOMO level: -12.652 eV

Last column: Löwdin charge in e.
Positions of all 72 atoms, in Å:
Sc 2.0244 -0.2957 0.8418  0.93
Cl 8.9152 -2.5117 -0.4036  0.76
C 7.3386 -1.8304 -0.3419  -0.64
C 7.0456 -0.7099 -1.1190  -0.06
C 5.7835 -0.1417 -1.0920  -0.56
Cl 5.4517 1.2747 -2.0182  0.78
C 4.7736 -0.6834 -0.2962  -0.32
O 3.5573 -0.1378 -0.2995  -0.22
C 5.0896 -1.7975 0.5174  -0.11
C 4.1477 -2.3685 1.4292  -0.09
O 2.9903 -1.9476 1.6352  -0.10
C 6.3743 -2.3696 0.4782  -0.02
H 7.8093 -0.2717 -1.7479  0.13
H 4.4568 -3.2524 1.9950  0.16
H 6.6076 -3.2257 1.0979  0.13
C -2.3210 3.4540 1.2697  -0.05
N -1.1263 2.7504 0.7867  -0.10
C -0.5850 1.6256 1.2237  -0.12
N 0.4484 1.2946 0.4446  -0.03
C 0.4713 2.3065 -0.4777  -0.17
N -0.4667 3.1946 -0.3034  0.16
C -3.5216 3.2169 0.3922  -0.20
C -4.3566 4.2825 0.0851  -0.02
C -5.5025 4.0760 -0.6723  -0.03
C -5.8117 2.8104 -1.1345  0.01
C -4.9672 1.7424 -0.8362  -0.13
C -3.8288 1.9457 -0.0694  0.02
C -5.2988 0.4132 -1.3450  -0.29
N -6.3177 0.0636 -2.0399  0.14
N -6.1728 -1.3026 -2.2885  0.14
C -5.0782 -1.6582 -1.7228  -0.29
O -4.4505 -0.6244 -1.0938  0.12
C -4.4617 -2.9836 -1.7084  -0.13
C -5.0800 -4.0140 -2.4067  0.00
C -4.5025 -5.2730 -2.4198  -0.03
C -3.3122 -5.4995 -1.7488  -0.03
C -2.6944 -4.4687 -1.0464  -0.19
C -1.3978 -4.7901 -0.3416  -0.05
N -0.7555 -3.6262 0.2735  -0.10
C -0.0177 -2.6887 -0.3003  -0.09
N 0.3404 -1.7844 0.6150  -0.02
C -0.2355 -2.2628 1.7591  -0.19
N -0.9061 -3.3673 1.5903  0.17
C -3.2726 -3.2114 -1.0206  0.02
H -2.0602 4.5096 1.3008  0.14
H -2.4791 3.1135 2.2946  0.14
H -0.9532 1.0900 2.0845  0.15
H 1.1864 2.3703 -1.2824  0.13
H -4.1170 5.2793 0.4347  0.12
H -6.1508 4.9082 -0.9091  0.12
H -6.6978 2.6347 -1.7291  0.13
H -3.1871 1.1020 0.1566  0.11
H -6.0040 -3.8197 -2.9336  0.13
H -4.9800 -6.0793 -2.9592  0.12
H -2.8646 -6.4863 -1.7729  0.12
H -0.6742 -5.2162 -1.0375  0.14
H -1.5358 -5.5005 0.4717  0.14
H 0.2274 -2.6855 -1.3506  0.16
H -0.1362 -1.8021 2.7307  0.13
H -2.8230 -2.3994 -0.4634  0.11
S 2.9094 1.0637 2.8393  0.72
C 3.3744 2.5274 2.0663  -0.77
N 3.4490 3.6790 2.7109  0.05
C 4.0170 4.7526 1.8864  -0.08
C 4.2160 4.0484 0.5258  -0.09
N 3.7437 2.6798 0.7938  0.04
H 3.1981 3.7632 3.6818  0.16
H 4.9532 5.1032 2.3164  0.13
H 3.3238 5.5878 1.8182  0.13
H 5.2585 4.0307 0.2160  0.13
H 3.6195 4.5077 -0.2601  0.12
H 4.0027 1.8851 0.2289  0.07